53
Properties=species:S:1:pos:R:3 method="wB97M-V/def2-TZVPD" max_force_ha_per_bohr=0.017 e_lumo_ev=0.3 homo_energy_ev=-8.3495 gap_ev=8.7
N -4.744 4.664 2.744
C -3.802 4.475 2.118
C -2.641 4.261 1.342
C -2.745 4.092 -0.040
C -1.611 3.877 -0.791
C -0.357 3.820 -0.178
O 0.685 3.545 -1.020
C 2.014 3.709 -0.580
C 2.542 2.514 0.225
O 2.479 2.408 1.420
O 3.102 1.616 -0.585
C 3.788 0.516 0.007
C 3.051 -0.830 -0.022
O 3.615 -1.829 0.352
N 1.774 -0.761 -0.461
C 0.858 -1.817 -0.585
C 1.277 -3.120 -0.789
C 0.337 -4.115 -1.024
C 0.796 -5.529 -1.216
F 1.988 -5.615 -1.825
F -0.059 -6.257 -1.954
F 0.924 -6.188 -0.046
C -1.015 -3.809 -1.074
C -1.433 -2.513 -0.844
C -0.519 -1.499 -0.559
N -0.880 -0.177 -0.322
C -0.518 0.425 0.955
C -1.691 0.361 1.942
O -2.841 0.975 1.411
C -3.253 0.317 0.235
C -2.139 0.346 -0.819
C -0.249 4.008 1.197
C -1.389 4.226 1.949
H -3.714 4.130 -0.513
H -1.665 3.752 -1.861
H 2.608 3.798 -1.493
H 2.122 4.614 0.030
H 4.011 0.744 1.057
H 4.727 0.397 -0.540
H 1.405 0.142 -0.732
H 2.329 -3.352 -0.781
H -1.739 -4.583 -1.277
H -2.489 -2.295 -0.866
H 0.338 -0.088 1.392
H -0.269 1.477 0.786
H -1.445 0.905 2.855
H -1.906 -0.691 2.191
H -4.133 0.853 -0.123
H -3.533 -0.720 0.473
H -2.433 -0.201 -1.714
H -1.957 1.393 -1.088
H 0.707 3.956 1.694
H -1.308 4.360 3.017

***

47
Properties=species:S:1:pos:R:3 method="wB97M-V/def2-TZVPD" max_force_ha_per_bohr=0.382 e_above_lowest_kcal_mol=341.6 e_lumo_ev=-0.2 homo_energy_ev=-7.8810 gap_ev=7.7
C 5.302 -4.450 -2.155
C 3.919 -4.178 -1.406
O 3.564 -4.884 -0.391
N 3.184 -3.255 -2.002
C 1.961 -2.736 -1.755
C 1.474 -1.807 -2.292
C 0.358 -1.304 -1.850
C -0.596 -1.904 -0.887
S -2.101 -1.085 -0.566
C -2.217 -1.326 1.511
C -2.538 0.065 1.957
O -3.029 0.121 3.126
N -1.749 1.226 1.416
C -1.767 2.469 1.755
C -2.844 3.007 2.749
C -2.636 4.320 3.037
C -1.924 5.166 2.076
C -0.980 4.523 1.318
C -1.072 3.220 1.061
C -0.025 2.686 0.072
C -0.433 3.117 -1.484
C 0.608 2.810 -2.306
C 1.710 1.921 -2.104
C 1.544 1.226 -0.657
C 0.944 1.751 0.288
C 0.012 -2.982 -0.177
C 1.294 -3.347 -0.479
H 5.837 -3.696 -2.318
H 4.995 -4.619 -3.251
H 5.911 -5.143 -1.764
H 3.689 -2.794 -2.874
H 1.962 -1.447 -3.161
H -0.148 -0.661 -2.264
H -2.894 -2.166 1.839
H -1.103 -1.502 1.900
H -1.346 0.804 0.628
H -3.164 2.348 3.518
H -3.454 4.783 3.573
H -2.029 6.171 2.477
H -0.386 5.328 0.559
H -0.849 4.061 -1.710
H 0.589 3.144 -3.300
H 2.243 1.409 -2.897
H 2.308 0.486 -0.447
H 0.935 1.474 1.311
H -0.521 -3.528 0.662
H 1.668 -4.390 0.176

***

54
Properties=species:S:1:pos:R:3 method="wB97M-V/def2-TZVPD" max_force_ha_per_bohr=0.067 e_above_lowest_kcal_mol=0.0 charge=-1 e_lumo_ev=0.5 homo_energy_ev=-4.0929 gap_ev=4.6
Sc -1.038 1.450 0.850
Se -2.908 1.167 2.641
Te -3.645 3.135 1.257
Te -6.172 2.757 0.648
Se -2.434 2.915 -0.912
O 0.449 -6.112 -1.969
C 0.406 -5.793 -0.637
O 0.409 -6.680 0.207
C 0.386 -4.347 -0.314
C 1.127 -3.427 -1.052
C 1.154 -2.097 -0.663
C 0.417 -1.695 0.468
C -0.379 -2.607 1.160
C -0.376 -3.941 0.795
N 0.487 -0.398 0.998
C 1.674 0.121 1.223
C 1.802 1.228 2.079
C 3.067 1.746 2.432
C 3.128 2.767 3.373
C 1.935 3.235 3.949
C 0.733 2.686 3.534
N 0.647 1.720 2.602
H 0.345 -5.340 -2.543
H 1.702 -3.734 -1.924
H 1.732 -1.352 -1.200
H -0.947 -2.245 2.004
H -0.930 -4.679 1.361
H 2.589 -0.341 0.838
H 3.962 1.328 1.983
H 4.087 3.194 3.648
H 1.955 4.024 4.684
H -0.207 3.010 3.967
C 1.389 5.921 -1.321
O 0.612 5.779 -0.114
C 0.366 4.535 0.353
S 1.021 3.145 -0.342
S -0.615 4.522 1.697
H 1.147 6.922 -1.676
H 1.149 5.152 -2.068
H 2.459 5.866 -1.075
C -2.303 -0.353 -0.374
C -1.825 -1.144 -1.476
C -1.156 -0.565 -2.580
C -0.747 -1.333 -3.660
C -0.995 -2.706 -3.690
C -1.651 -3.309 -2.611
C -2.048 -2.549 -1.526
H -2.632 -0.921 0.506
H -3.065 0.389 -0.672
H -0.963 0.507 -2.546
H -0.239 -0.844 -4.489
H -0.668 -3.314 -4.535
H -1.851 -4.375 -2.610
H -2.543 -3.016 -0.675

***

48
Properties=species:S:1:pos:R:3 method="wB97M-V/def2-TZVPD" max_force_ha_per_bohr=0.023 e_above_lowest_kcal_mol=44.0 e_lumo_ev=0.3 homo_energy_ev=-8.0379 gap_ev=8.4
C -5.204 -1.458 1.021
O -3.821 -1.694 1.081
C -3.035 -1.175 0.098
C -3.480 -0.400 -0.958
C -2.586 0.093 -1.900
C -1.237 -0.199 -1.818
C -0.259 0.367 -2.807
C 0.604 1.500 -2.218
N 1.412 1.036 -1.105
C 1.160 1.337 0.209
C 0.092 2.255 0.606
C -1.216 2.453 0.235
C -1.729 3.436 1.108
C -0.705 3.763 1.945
O 0.387 3.054 1.656
N 1.857 0.883 1.196
C 2.907 0.049 0.956
C 3.635 -0.473 2.033
C 4.699 -1.310 1.796
C 5.066 -1.649 0.492
C 4.360 -1.147 -0.577
C 3.274 -0.298 -0.355
C 2.502 0.232 -1.468
O 2.740 0.016 -2.641
C -0.789 -1.005 -0.772
C -1.657 -1.480 0.193
O -1.297 -2.244 1.258
C 0.072 -2.482 1.477
H -5.627 -1.973 1.882
H -5.645 -1.866 0.105
H -5.436 -0.390 1.090
H -4.526 -0.160 -1.057
H -2.958 0.708 -2.707
H -0.791 0.771 -3.669
H 0.416 -0.416 -3.158
H 1.295 1.835 -2.997
H -0.010 2.337 -1.890
H -1.763 1.938 -0.527
H -2.722 3.838 1.108
H -0.637 4.467 2.751
H 3.339 -0.198 3.033
H 5.261 -1.711 2.627
H 5.906 -2.306 0.326
H 4.620 -1.392 -1.596
H 0.255 -1.273 -0.730
H 0.628 -1.547 1.602
H 0.519 -3.066 0.666
H 0.124 -3.057 2.400

***

64
Properties=species:S:1:pos:R:3 method="wB97M-V/def2-TZVPD" max_force_ha_per_bohr=0.211 e_above_lowest_kcal_mol=441.3 e_lumo_ev=-2.0 homo_energy_ev=-6.8242 gap_ev=4.9
C 21.554 -12.695 -21.315
N 20.758 -13.960 -21.624
O 20.678 -14.794 -20.757
O 20.090 -13.969 -22.665
H 21.261 -11.893 -21.993
H 22.626 -12.830 -21.459
H 21.377 -12.428 -20.274
C 24.304 -12.273 -20.105
C 23.218 -11.581 -19.742
C 22.893 -11.623 -18.407
C 23.577 -12.398 -17.473
C 24.666 -13.183 -17.953
C 25.060 -13.087 -19.275
N 23.169 -12.508 -16.014
O 22.122 -11.812 -15.699
O 23.893 -13.253 -15.312
H 24.889 -12.061 -20.988
H 22.753 -10.971 -20.503
H 22.029 -11.067 -18.073
H 25.264 -13.803 -17.301
H 25.947 -13.544 -19.687
C 26.985 -15.465 -15.902
C 25.616 -15.161 -15.645
C 24.921 -15.642 -14.544
C 25.548 -16.647 -13.758
C 26.955 -16.977 -14.009
C 27.582 -16.408 -15.120
N 24.923 -17.365 -12.682
O 25.305 -17.253 -11.512
O 24.073 -18.160 -13.007
H 27.384 -14.992 -16.786
H 25.138 -14.442 -16.294
H 23.864 -15.491 -14.381
H 27.355 -17.841 -13.499
H 28.535 -16.864 -15.344
C 18.373 -10.130 -16.933
C 18.362 -9.384 -15.776
C 19.524 -9.081 -15.072
C 20.791 -9.551 -15.551
C 20.790 -10.272 -16.764
C 19.603 -10.612 -17.429
N 21.973 -9.203 -14.861
O 22.187 -9.665 -13.734
O 22.844 -8.510 -15.443
H 17.472 -10.395 -17.467
H 17.495 -8.995 -15.263
H 19.446 -8.468 -14.186
H 21.716 -10.631 -17.188
H 19.495 -11.158 -18.355
C 21.409 -13.737 -13.865
Br 20.917 -11.938 -14.526
Br 23.366 -13.804 -13.500
Br 20.609 -15.144 -14.973
H 21.023 -13.779 -12.846
C 24.588 -13.894 -22.071
Br 23.850 -14.497 -23.749
Br 26.590 -13.957 -21.991
Br 23.834 -14.952 -20.539
H 24.198 -12.905 -21.831
C 25.248 -9.424 -20.345
Br 23.246 -9.036 -20.359
Br 26.056 -9.952 -18.637
Br 26.176 -7.736 -20.918
H 25.453 -10.280 -20.988

***

58
Properties=species:S:1:pos:R:3 method="wB97M-V/def2-TZVPD" max_force_ha_per_bohr=0.026 e_above_lowest_kcal_mol=2.1 e_lumo_ev="0.5 / -1.8" homo_energy_ev="-8.1161 / -8.1135" gap_ev="8.6 / 6.3" multiplicity=5 s_squared=6.012
Rh -0.153 -0.246 -0.106
C -2.422 -0.175 4.842
O -1.641 -0.950 3.937
C -1.213 -0.419 2.793
O -0.495 -1.089 2.066
N -1.581 0.846 2.518
N -1.192 1.410 1.301
H -2.587 -0.813 5.705
H -3.390 0.090 4.411
H -1.883 0.720 5.157
H -2.270 1.328 3.064
H -0.385 2.039 1.450
H -1.990 1.828 0.845
N 0.707 1.215 -1.864
C 1.102 0.765 -3.147
C 0.813 1.510 -4.284
C 1.290 1.116 -5.523
C 2.075 -0.021 -5.636
C 2.331 -0.789 -4.512
C 1.827 -0.427 -3.267
C 1.959 -1.329 -2.102
C 3.174 -1.842 -1.676
C 3.230 -2.731 -0.601
C 2.078 -3.143 0.044
C 0.836 -2.679 -0.396
C 0.814 -1.717 -1.398
H 0.103 2.023 -1.900
H 1.488 1.344 -1.226
H 0.222 2.414 -4.189
H 1.060 1.708 -6.399
H 2.469 -0.318 -6.598
H 2.895 -1.709 -4.603
H 4.084 -1.535 -2.177
H 4.189 -3.119 -0.283
H 2.130 -3.846 0.865
H -0.082 -3.085 0.013
O -3.975 -0.750 -1.725
Cl -2.995 -0.378 -0.779
O -2.240 -1.528 -0.330
O -3.585 0.280 0.349
O -2.020 0.532 -1.393
O 1.358 2.469 1.726
C 2.111 1.542 1.387
O 1.809 0.558 0.621
C 3.530 1.537 1.893
C 3.954 2.562 2.725
C 5.263 2.611 3.208
C 6.103 1.600 2.816
O 7.419 1.418 3.141
C 7.831 0.220 2.492
O 6.723 -0.298 1.770
C 5.679 0.569 1.988
C 4.400 0.507 1.507
H 3.242 3.330 2.990
H 5.607 3.402 3.860
H 8.159 -0.507 3.241
H 8.652 0.439 1.804
H 4.058 -0.293 0.866

***

47
Properties=species:S:1:pos:R:3 method="wB97M-V/def2-TZVPD" max_force_ha_per_bohr=0.030 charge=+1 e_lumo_ev=-5.8 homo_energy_ev=-10.3551 gap_ev=4.5
F -5.581 4.109 2.314
C -4.303 3.679 2.351
C -4.018 2.323 2.361
C -2.722 1.883 2.389
C -1.636 2.787 2.409
C -0.332 2.229 2.415
C 0.973 2.786 2.403
C 2.057 1.881 2.373
C 3.353 2.318 2.349
C 3.641 3.674 2.347
F 4.920 4.102 2.313
C 2.597 4.586 2.373
C 1.295 4.161 2.403
C -1.956 4.162 2.406
C -3.257 4.589 2.376
H -4.837 1.627 2.342
H -2.516 0.826 2.391
H -0.331 1.151 2.399
H 1.848 0.825 2.349
H 4.171 1.621 2.324
H 2.834 5.635 2.368
H 0.527 4.904 2.427
H -1.187 4.903 2.429
H -3.493 5.639 2.370
C 0.712 -4.599 -4.905
C 0.342 -5.719 -3.900
C 0.132 -5.014 -2.546
N -0.001 -3.560 -2.814
C 0.060 -2.603 -1.747
C 1.163 -2.538 -0.909
C 1.210 -1.577 0.069
N 0.265 -0.679 0.297
C -0.781 -0.743 -0.513
C -0.937 -1.658 -1.529
C 0.699 -3.289 -4.096
H 1.690 -4.778 -5.374
H -0.012 -4.555 -5.729
H -0.571 -6.241 -4.213
H 1.123 -6.489 -3.842
H -0.752 -5.373 -2.011
H 0.993 -5.160 -1.890
H 1.981 -3.221 -1.060
H 2.080 -1.524 0.705
H -1.552 -0.005 -0.346
H -1.813 -1.646 -2.157
H 1.715 -2.967 -3.852
H 0.208 -2.464 -4.619

***

53
Properties=species:S:1:pos:R:3 method="wB97M-V/def2-TZVPD" max_force_ha_per_bohr=0.017 charge=-1 e_lumo_ev="2.7 / 2.7" homo_energy_ev="-3.2634 / -2.7647" gap_ev="6.0 / 5.5" multiplicity=2 s_squared=0.767
V -1.123 -0.914 0.480
O -4.180 0.882 2.339
C -2.862 0.482 1.976
O -2.917 -0.562 1.104
C -2.193 0.084 3.303
O -0.923 -0.527 3.166
C 0.206 0.337 3.193
C 1.085 0.331 1.940
O 2.075 1.048 1.946
O 0.718 -0.442 0.978
H -4.722 0.415 1.691
H -2.859 -0.659 3.741
H -2.131 0.950 3.970
H 0.854 0.018 4.014
H -0.101 1.367 3.388
F 3.057 5.798 -2.229
C 1.937 6.327 -1.717
F 1.335 7.004 -2.708
F 2.331 7.247 -0.818
C 1.040 5.286 -1.102
C -0.336 5.440 -1.166
C -1.156 4.505 -0.549
C -0.592 3.432 0.133
C 0.795 3.276 0.188
C 1.609 4.212 -0.432
C -1.429 2.453 0.791
C -2.118 1.644 1.359
H -0.774 6.272 -1.700
H -2.232 4.603 -0.594
H 1.231 2.432 0.709
H 2.683 4.092 -0.396
C 2.444 -2.708 -0.987
N 1.745 -2.954 -2.241
C 2.328 -2.168 -3.306
C 0.321 -2.665 -2.108
C -0.373 -3.554 -1.098
C -0.315 -4.936 -1.302
C -0.911 -5.802 -0.403
C -1.560 -5.277 0.713
C -1.594 -3.904 0.905
C -1.005 -2.983 0.014
H 3.502 -2.946 -1.110
H 2.033 -3.339 -0.201
H 2.351 -1.662 -0.655
H 3.381 -2.427 -3.430
H 2.268 -1.081 -3.115
H 1.813 -2.371 -4.248
H -0.132 -2.790 -3.097
H 0.171 -1.603 -1.823
H 0.213 -5.322 -2.168
H -0.869 -6.873 -0.565
H -2.026 -5.942 1.434
H -2.091 -3.527 1.794

***

59
Properties=species:S:1:pos:R:3 method="wB97M-V/def2-TZVPD" max_force_ha_per_bohr=0.016 e_above_lowest_kcal_mol=2.8 e_lumo_ev=-0.9 homo_energy_ev=-8.0254 gap_ev=7.2
Ir -0.061 -1.564 0.497
N -0.338 1.298 3.711
C -0.149 0.533 2.620
S -0.991 -0.982 2.558
N 0.664 1.024 1.708
N 0.872 0.192 0.658
C 1.608 0.576 -0.330
C 2.192 1.935 -0.426
C 3.550 2.119 -0.673
C 4.082 3.397 -0.777
C 3.261 4.504 -0.632
C 1.907 4.330 -0.374
C 1.377 3.056 -0.267
C 1.768 -0.440 -1.404
C 2.548 -0.253 -2.532
C 2.669 -1.276 -3.460
C 1.989 -2.460 -3.254
C 1.186 -2.565 -2.133
N 1.070 -1.586 -1.241
H -1.053 1.048 4.368
H -0.009 2.250 3.689
H 4.210 1.262 -0.734
H 5.140 3.524 -0.962
H 3.676 5.501 -0.707
H 1.260 5.189 -0.251
H 0.321 2.924 -0.075
H 3.056 0.686 -2.680
H 3.290 -1.147 -4.336
H 2.050 -3.282 -3.952
H 0.605 -3.454 -1.946
N -1.300 -3.273 0.235
C -0.709 -4.616 0.344
C 0.081 -4.716 1.641
C 1.423 -4.016 1.467
O 2.461 -4.646 1.484
O 1.380 -2.721 1.291
H -2.037 -3.189 0.931
H -1.760 -3.109 -0.668
H -0.047 -4.781 -0.505
H -1.486 -5.382 0.292
H 0.262 -5.754 1.910
H -0.462 -4.221 2.451
F -1.516 4.442 0.474
C -2.245 3.330 0.632
C -2.545 2.551 -0.410
N -3.288 1.406 -0.274
C -3.426 0.442 -1.348
C -2.362 -0.657 -1.223
O -2.433 -1.639 -1.958
O -1.437 -0.354 -0.388
C -3.750 0.984 0.957
O -4.405 -0.024 1.102
N -3.412 1.814 2.008
C -2.664 2.987 1.985
O -2.412 3.603 2.996
H -2.190 2.788 -1.404
H -3.323 0.924 -2.318
H -4.405 -0.023 -1.279
H -3.739 1.509 2.913